Entry 1:
A 4-piece molecular cluster, C45H76Cl3O15P3 overall, computed with ωB97M-V/def2-TZVPD.

```
142
Properties=species:S:1:pos:R:3:forces:R:3
C 9.502686 -2.389531 3.741840 0.0 0.0 -0.4
O 8.424657 -2.932935 3.003294 -0.2 -0.2 0.1
C 7.166765 -2.638192 3.589447 -0.1 0.6 -0.1
C 6.115926 -2.403438 2.523072 0.1 0.0 -0.5
C 5.834861 -3.608317 1.610676 0.3 0.2 0.2
C 5.570470 -4.924496 2.341779 -0.2 0.1 -0.6
C 4.187720 -4.998703 3.025516 0.6 0.0 0.2
C 3.308425 -6.135580 2.496342 0.0 0.7 0.4
C 2.663286 -5.817351 1.126282 0.2 -0.4 0.5
C 1.120086 -5.871566 1.214715 0.9 0.1 0.0
C 0.646459 -4.581355 1.838435 -0.6 -0.1 -0.2
C 0.751184 -3.427422 1.079975 0.1 -0.1 0.1
C 0.396122 -2.172510 1.553265 0.2 0.3 -0.2
C 0.573902 -1.025683 0.583598 0.1 -0.2 -0.1
C -0.096030 -2.035246 2.856125 -0.1 0.0 -0.1
C -0.441798 -0.659972 3.383049 -0.3 -0.6 0.0
Cl 0.507475 -0.371237 4.896619 -0.1 0.3 0.0
C -1.950295 -0.362814 3.601918 0.4 1.0 0.5
C -2.275277 1.060683 3.123595 -0.3 -0.6 0.6
Cl -3.048300 -1.563872 2.879409 0.1 0.1 -0.2
C -0.245385 -3.190196 3.630231 0.2 -0.1 0.0
C 0.120688 -4.442809 3.121894 0.0 -0.4 0.1
C -0.037174 -5.642578 4.007689 -0.2 0.0 0.3
O -0.399575 -6.735884 3.632452 0.2 0.1 -0.1
C 0.258247 -5.394270 5.455765 0.0 0.0 -0.6
C 0.838328 -6.384165 6.227008 -0.2 0.1 0.1
C 1.083120 -6.099761 7.561027 -0.1 -0.2 -0.6
Cl 1.815589 -7.326582 8.539590 0.0 0.1 0.2
C 0.738987 -4.863733 8.081128 0.2 0.2 0.8
C 0.150372 -3.882541 7.305557 -0.3 -0.1 -0.3
C -0.092389 -4.153442 5.967520 0.2 -0.1 -0.1
C -0.754478 -3.182059 5.044517 -0.1 0.0 0.4
O -1.656547 -2.489746 5.458422 0.2 0.1 -0.2
H 10.388688 -2.982068 3.519182 0.0 0.0 0.1
H 9.299241 -2.396969 4.814984 0.1 -0.1 0.0
H 9.697362 -1.361554 3.415042 0.0 0.1 0.2
H 7.270146 -1.704104 4.153760 -0.1 -0.1 0.2
H 6.852811 -3.432320 4.276349 0.2 0.0 0.1
H 5.198963 -2.014308 2.974953 0.0 -0.2 0.2
H 6.485991 -1.598082 1.880299 0.0 0.1 0.1
H 6.699423 -3.727036 0.953197 0.0 -0.1 0.0
H 4.992947 -3.341122 0.964255 0.0 -0.2 0.0
H 5.649910 -5.721706 1.595187 -0.1 -0.1 0.1
H 6.383637 -5.112964 3.043934 -0.1 0.0 0.1
H 3.686810 -4.032231 2.905173 -0.2 -0.1 0.0
H 4.355777 -5.130805 4.098114 -0.2 0.0 0.0
H 3.927569 -7.034042 2.461211 -0.2 -0.1 -0.1
H 2.533487 -6.306368 3.250149 -0.1 -0.2 -0.1
H 3.046856 -6.536317 0.401832 -0.2 0.1 -0.2
H 2.973750 -4.810115 0.844089 0.1 -0.1 -0.3
H 0.874026 -6.750043 1.799559 -0.3 0.0 -0.1
H 0.695416 -5.981678 0.216021 -0.1 0.1 0.0
H 1.151917 -3.509279 0.075109 0.0 0.0 0.0
H -0.206924 -1.076747 -0.178782 -0.1 0.2 0.1
H 1.517473 -1.121317 0.044120 0.0 -0.1 0.1
H 0.575190 -0.039359 1.033360 -0.1 0.0 -0.1
H -0.081707 0.100695 2.705568 0.2 -0.1 0.0
H -2.117055 -0.350023 4.673976 -0.3 -0.5 -0.1
H -1.921028 1.731413 3.908960 0.2 0.2 -0.3
H -1.818251 1.295890 2.163863 -0.2 0.1 -0.1
H -3.359372 1.160226 3.110036 0.0 0.2 -0.3
H 1.063868 -7.339979 5.775273 0.0 -0.1 0.1
H 0.942175 -4.669309 9.126605 0.0 0.0 0.0
H -0.138156 -2.925392 7.717219 0.0 0.0 0.1
C -4.563121 1.020158 0.226300 0.0 0.2 0.0
C -3.399125 0.418750 -0.539510 -0.1 -0.2 0.3
O -3.075451 1.151742 -1.726077 0.0 0.4 0.5
P -2.452567 2.648032 -1.553476 0.4 -2.6 -6.0
O -1.078668 2.428749 -1.039118 -1.1 1.6 2.8
O -2.118381 3.063634 -3.094116 -0.2 0.2 0.2
C -0.786583 3.275111 -3.561220 0.3 -0.1 -0.1
C -0.169411 1.991582 -4.076998 -0.1 -0.2 -0.2
O -3.844870 3.430794 -1.573038 0.8 0.3 2.3
C -4.583261 3.799665 -2.752833 -0.4 0.5 -0.5
C -5.007264 2.647697 -3.632038 0.1 -0.4 0.1
H -4.307035 2.003320 0.631704 0.0 0.0 0.0
H -4.841925 0.375333 1.060012 0.0 0.0 0.0
H -5.427189 1.156288 -0.423983 0.0 0.0 0.0
H -2.512017 0.357596 0.097911 0.0 0.0 0.0
H -3.650477 -0.593495 -0.853566 0.1 0.0 -0.1
H -0.170779 3.727691 -2.786132 -0.1 -0.1 0.1
H -0.853648 4.004125 -4.370904 -0.2 0.0 0.0
H -0.306299 1.166828 -3.377096 0.1 0.1 0.2
H 0.897867 2.122670 -4.261969 0.0 0.0 0.0
H -0.647415 1.690606 -5.011852 0.0 0.0 0.0
H -4.030041 4.549474 -3.315607 0.2 -0.1 0.0
H -5.479834 4.298558 -2.379569 0.1 -0.1 0.2
H -4.163146 2.100344 -4.043543 0.1 0.1 0.0
H -5.589577 3.033751 -4.470288 -0.1 0.1 0.1
H -5.619451 1.937944 -3.075145 -0.1 0.1 0.0
C -4.400896 5.883743 -0.008366 -0.1 0.3 0.0
C -5.316866 5.531363 1.147287 0.3 -0.2 0.0
O -6.497844 6.341664 1.190530 0.0 -0.1 -0.7
P -7.597666 6.168611 0.010731 -1.9 2.7 4.3
O -8.209438 4.836436 0.177805 1.3 -0.6 -2.5
O -8.778804 7.164429 0.513917 0.3 0.1 -0.3
C -10.066818 6.688308 0.900638 -0.3 -0.1 0.2
C -10.115578 6.354903 2.377747 0.1 0.2 0.2
O -7.015161 7.196393 -1.055538 0.3 -1.9 -1.0
C -7.226881 8.619793 -1.043591 -0.1 0.7 -0.3
C -6.733891 9.330617 0.194719 0.1 -0.2 0.3
H -4.865688 5.646357 -0.963101 0.1 0.0 0.0
H -3.470603 5.323499 0.059760 0.0 0.0 0.1
H -4.173801 6.950743 -0.015199 0.0 0.0 0.1
H -5.603312 4.476334 1.099130 0.0 0.0 0.0
H -4.799765 5.691468 2.092728 -0.1 0.1 0.1
H -10.363628 5.836809 0.290693 0.2 -0.1 0.0
H -10.771823 7.492157 0.679966 0.1 0.1 0.0
H -9.268246 5.738641 2.677238 0.0 -0.1 -0.1
H -11.038125 5.827833 2.623594 0.0 0.0 0.0
H -10.070887 7.267682 2.974598 0.0 0.0 0.0
H -8.274869 8.838780 -1.239150 -0.1 -0.2 0.2
H -6.671969 8.994272 -1.904589 0.1 -0.3 0.0
H -7.245891 9.006419 1.097239 -0.1 -0.1 -0.1
H -6.907231 10.402344 0.085265 0.0 0.0 -0.1
H -5.667042 9.159975 0.342861 0.0 0.1 -0.1
C 7.689754 0.230118 -6.497963 -0.1 -0.1 0.2
C 6.534608 0.623540 -7.400383 0.2 0.2 -0.1
O 5.366493 -0.181486 -7.197774 0.2 0.1 0.6
P 4.558648 -0.050448 -5.797415 -2.8 -2.6 -3.8
O 3.933027 1.285759 -5.779458 1.8 0.5 2.2
O 3.287795 -1.029331 -6.057999 0.4 -0.2 0.2
C 1.951955 -0.535591 -6.131231 -0.3 0.1 -0.2
C 1.578506 -0.154599 -7.549429 0.1 -0.1 -0.2
O 5.356791 -1.114255 -4.924214 0.5 1.9 1.0
C 5.137630 -2.536325 -4.936866 -0.1 -0.7 0.3
C 5.336186 -3.204048 -6.277229 0.1 0.2 -0.3
H 7.463929 0.436543 -5.449791 0.0 0.0 0.0
H 8.587244 0.789187 -6.763966 0.0 0.0 -0.1
H 7.898853 -0.836643 -6.578387 0.0 0.0 -0.1
H 6.277719 1.676648 -7.257613 -0.1 0.0 0.0
H 6.819320 0.490528 -8.443195 -0.1 -0.1 0.0
H 1.810011 0.295185 -5.443695 0.2 0.1 -0.1
H 1.299180 -1.340503 -5.787083 0.2 -0.1 0.0
H 2.346267 0.464227 -8.013360 0.0 0.1 0.2
H 0.631372 0.386308 -7.566764 0.0 0.0 0.0
H 1.475865 -1.048286 -8.167689 0.0 0.0 0.0
H 4.158143 -2.762522 -4.519570 -0.1 0.2 -0.1
H 5.868153 -2.939921 -4.234800 0.1 0.3 0.0
H 4.637792 -2.849287 -7.031025 -0.1 0.1 0.1
H 5.183946 -4.278981 -6.167862 0.1 0.0 0.1
H 6.344154 -3.028015 -6.654349 0.0 -0.1 0.0
```
Positions in Å, forces in eV/Å.

Calculated values
HOMO-LUMO gap: 0.321 Eh
structure (SMILES): COCCCCCCCCc1cc(C)c([C@H](Cl)[C@@H](C)Cl)c2c1C(=O)c1cc(Cl)ccc1C2=O.CCOP(=O)(OCC)OCC.CCOP(=O)(OCC)OCC.CCOP(=O)(OCC)OCC
HOMO energy: -9.4 eV

Entry 2:
A 2-piece molecular cluster, C5H17N4O2 overall, computed with ωB97M-V/def2-TZVPD.

```
28
Properties=species:S:1:pos:R:3:forces:R:3
C 0.233158 -1.398582 -2.172610 1.8 -0.1 -0.2
C 0.622794 -0.001886 -1.623647 -3.8 -2.0 0.6
C -1.585886 -0.375792 0.337796 3.0 0.7 -0.6
C 0.553671 -0.136550 -0.139247 -3.8 1.6 1.2
C 0.950487 1.163628 0.552614 -2.3 -0.7 1.9
N -1.657440 -0.621279 1.753593 -2.8 3.7 -0.4
N 1.127374 -1.212660 0.554251 -0.6 -0.1 0.7
N 0.122128 2.301385 0.266590 1.8 0.5 -1.2
N 0.633365 0.792582 2.020430 -0.2 -0.8 0.9
O -2.260189 0.709011 -0.181133 -2.1 0.1 -0.5
O 2.288854 1.351453 0.531897 0.5 -1.4 -1.0
H 0.760115 -1.652874 -3.161125 -1.2 0.4 1.3
H -0.890396 -1.401480 -2.226916 1.3 -0.8 -0.1
H 0.748020 -2.049378 -1.368836 -1.6 0.1 -2.0
H 1.586194 0.277208 -1.784975 2.8 1.1 -1.4
H -0.171526 0.707732 -1.893979 0.8 0.3 -0.3
H -1.585446 -1.247057 -0.228514 -0.6 -1.4 -1.1
H -1.328360 -1.512779 1.978395 0.0 -1.6 0.7
H -2.609060 -0.306944 2.149226 2.0 -1.2 -0.6
H 0.698175 -2.099583 0.389691 0.2 -0.5 -0.2
H 2.091745 -1.198808 0.370514 1.8 -0.7 -0.2
H 0.566959 2.814009 -0.566579 -1.8 -1.0 1.4
H -0.856929 1.963964 0.196190 0.9 0.9 -0.7
H -0.455580 0.488759 2.109466 2.0 0.1 0.2
H 0.945066 1.489232 2.717439 -0.4 -0.2 -0.7
H 1.227739 -0.093164 2.114262 -1.3 1.1 0.2
H -3.183455 0.632418 -0.674625 2.9 -0.6 1.6
H 2.468710 2.258238 0.604588 0.7 2.2 0.2
```
Positions in Å, forces in eV/Å.

Calculated values
HOMO-LUMO gap: 0.347 Eh
net charge: +1
HOMO energy: -12.2 eV

Entry 3:
One molecule with the formula C8H10N4O, computed with ωB97M-V/def2-TZVPD.

```
23
Properties=species:S:1:pos:R:3:forces:R:3
O -3.377976 -1.716806 -0.258558 2.0 0.8 0.2
C -2.428845 -0.916749 -0.196069 -1.3 -0.2 1.0
N -2.396491 0.220728 -0.946062 -0.9 1.0 -0.9
C -1.756268 1.494422 -0.511437 0.2 -0.7 -1.0
C -1.098982 1.325222 0.810043 -0.7 0.7 2.8
N -0.445336 0.033041 0.959968 -2.3 -0.4 -0.1
C 0.816435 -0.123435 0.419156 0.0 -3.2 0.0
C 1.260072 -1.511439 0.206214 0.5 1.9 0.2
C 2.558922 -1.637011 -0.205597 0.8 0.2 -1.1
C 3.326894 -0.493328 -0.438442 0.4 1.4 -0.5
C 2.749333 0.771521 -0.248596 2.1 0.3 -0.6
N 1.526042 0.964436 0.207814 -0.6 -0.4 0.0
N -1.381886 -1.050722 0.760101 -0.3 0.1 -0.3
H -3.278536 0.346748 -1.502576 1.5 -0.4 0.9
H -2.481781 2.292694 -0.582516 -0.4 0.1 0.5
H -0.981272 1.801660 -1.189783 0.4 -0.2 -0.8
H -0.381594 2.112372 1.078851 -0.1 -0.3 -0.7
H -1.844790 1.420460 1.640514 0.3 -0.4 -0.6
H 0.669455 -2.399344 0.356448 -0.4 0.3 0.1
H 3.045369 -2.552227 -0.567867 -0.6 0.0 0.7
H 4.334917 -0.561796 -0.893070 -0.8 0.0 0.5
H 3.312147 1.725946 -0.493673 -0.5 -1.4 0.3
H -1.745821 -1.546392 1.595144 0.8 0.7 -0.6
```
Positions in Å, forces in eV/Å.

Calculated values
HOMO-LUMO gap: 0.339 Eh
structure (SMILES): O=C1NCCN(c2ccccn2)N1
HOMO energy: -8.4 eV

> The lowest HOMO-LUMO gap belongs to which entry?

C45H76Cl3O15P3